Entry from OMol25: C13H47HgN10O14 as an isolated structure in a non-equilibrium geometry (wB97M-V/def2-TZVPD).

strongest force on any atom	8.60	eV Å⁻¹
E	-61969.00796	eV
net charge	+1
M	768.17	u
orbital gap	1.4	eV
LUMO level	-9.81	eV

Each line ends with the Löwdin charge.
CARTESIAN COORDINATES (ANGSTROEM)
Hg  1.89862  -0.75647  6.40707  0.516
C  -0.15303  0.68119  0.92486  -0.029
C  1.10169  -0.09549  0.73439  -0.280
O  1.54686  -0.59959  1.97797  0.126
H  -0.41893  0.99290  -0.08520  0.110
H  0.06851  1.61161  1.44768  0.101
H  -1.06743  0.20843  1.28328  0.105
H  1.76014  0.63872  0.27019  0.144
H  0.95907  -0.84018  -0.04867  0.131
C  2.93190  4.26244  -3.82899  -0.230
C  2.76191  4.98590  -5.18048  -0.208
O  2.98044  3.99060  -6.20124  -0.080
O  4.23136  3.64019  -3.66838  -0.083
H  2.16199  3.49583  -3.74150  0.111
H  2.88284  4.92743  -2.96674  0.106
H  3.50361  5.76321  -5.36421  0.116
H  1.75348  5.39419  -5.24722  0.119
H  3.82303  3.56238  -6.03310  0.073
H  4.10921  2.93747  -3.02583  0.075
C  -4.25467  -0.75611  -4.17137  -0.289
C  -2.99379  -0.57455  -5.02038  -0.248
O  -2.86299  0.74462  -5.58518  -0.055
O  -5.41703  -0.73623  -4.91054  -0.030
H  -4.27034  0.03815  -3.42504  0.117
H  -4.08970  -1.62505  -3.53432  0.110
H  -3.02027  -1.35423  -5.78164  0.114
H  -2.09902  -0.84965  -4.46198  0.109
H  -2.03357  0.64636  -6.05848  0.079
H  -5.26460  -1.01892  -5.81522  0.093
C  -0.43514  -6.92915  -5.02421  -0.205
C  -0.07539  -7.07411  -3.55210  -0.295
O  -0.46121  -5.99415  -2.75144  -0.065
O  0.45633  -5.93815  -5.61035  -0.064
H  -1.48805  -6.68148  -4.88958  0.114
H  -0.39906  -7.87702  -5.56118  0.124
H  0.96371  -7.36916  -3.40603  0.117
H  -0.61556  -7.91549  -3.11807  0.115
H  -0.22235  -6.17184  -1.83876  0.085
H  0.33072  -5.12410  -5.11725  0.072
C  -5.17114  5.20536  6.57629  -0.832
O  -5.64957  5.10036  7.69044  0.044
N  -5.71543  5.77677  5.57892  0.161
N  -3.97269  4.89134  6.23313  0.157
H  -6.71524  5.91032  5.63023  0.131
H  -5.19539  6.03926  4.75384  0.119
H  -3.74524  5.00733  5.25593  0.112
H  -3.39706  4.49973  6.96483  0.124
C  5.80121  -3.71699  -2.87947  -0.761
O  5.06429  -2.83046  -3.25853  0.037
N  5.99820  -4.93524  -3.42853  0.166
N  6.46166  -3.51787  -1.78059  0.153
H  6.44629  -5.59116  -2.80476  0.103
H  5.30349  -5.11849  -4.13838  0.119
H  6.28296  -2.70033  -1.21508  0.119
H  6.87813  -4.30380  -1.30209  0.105
C  -3.73391  -1.29605  5.85250  -0.773
O  -2.62160  -0.86144  6.02485  0.024
N  -4.08615  -2.57603  5.77337  0.154
N  -4.79594  -0.53686  5.85076  0.161
H  -3.38518  -3.23168  6.08781  0.114
H  -4.98384  -2.87670  5.42144  0.112
H  -4.74368  0.46436  5.97291  0.122
H  -5.73798  -0.89557  5.78771  0.114
C  -1.71626  7.95693  0.98781  -0.847
O  -2.29873  7.03832  1.48397  0.039
N  -2.23154  8.99876  0.40218  0.179
N  -0.46402  7.89612  0.83002  0.152
H  -3.19396  9.30211  0.35941  0.129
H  -1.48322  9.47774  -0.07811  0.107
H  0.15710  8.57534  0.41410  0.117
H  0.03064  7.02610  0.96588  0.124
C  1.77091  -6.64227  2.27037  -0.845
O  1.80812  -7.84871  2.42227  0.048
N  0.73969  -5.93647  2.64474  0.161
N  2.69392  -5.92695  1.82654  0.176
H  0.10350  -6.39727  3.27960  0.128
H  0.99645  -4.96049  2.60446  0.094
H  3.49115  -6.44727  1.48924  0.140
H  2.59848  -4.92427  1.90152  0.115
O  6.74783  0.65895  1.60620  -0.048
H  5.80390  0.51341  1.66975  0.016
H  7.06828  0.55000  2.50156  0.032
O  1.38437  3.25925  5.95251  -0.088
H  0.83097  3.91372  6.37871  0.033
H  1.99307  3.77031  5.41911  0.029

Atoms 1-3, force components in eV/Å:
Hg -0.2 0.1 -0.2
C -2.5 2.5 0.3
C 2.7 -2.9 1.0